# C51H115F4N8O9S4

A 9-piece molecular cluster, C51H115F4N8O9S4 overall in a non-equilibrium geometry (the ωB97M-V functional and the def2-TZVPD basis, the OMol25 dataset).

As for the net charge: +3. The total energy is -5118.3851 Eh. Its gap between HOMO and LUMO is 7.44 eV. The calculation puts the HOMO energy at -13.472 eV.

Each line ends with the Mulliken charge.
CARTESIAN COORDINATES (ANGSTROEM)
C -19.0961 -6.0413 12.9179  -0.2594
C -20.3873 -5.5580 12.1474  1.4971
C -20.0551 -5.3339 10.6997  1.0229
O -21.5300 -6.3623 12.4633  -0.1660
H -18.8833 -7.0783 12.6586  -0.2803
H -19.3422 -6.0390 13.9798  -0.7785
H -18.2925 -5.3765 12.6012  0.5035
H -20.5680 -4.5234 12.4389  -0.6204
H -20.3871 -6.2334 10.1814  -0.8979
H -19.0299 -5.0839 10.4268  0.4339
H -20.5451 -4.3918 10.4535  -0.9925
C -15.7360 -6.3453 14.7262  -1.8158
C -16.7066 -7.3547 15.3071  0.8579
C -17.1142 -6.8542 16.7201  -0.8694
N -18.2564 -7.8305 17.3442  0.7583
C -19.5164 -7.8618 16.4345  -0.0298
C -18.5194 -7.3433 18.7620  -0.0119
C -18.4756 -8.5464 19.7497  -0.8403
C -18.4911 -9.7996 18.9213  -0.6405
C -17.8130 -9.3286 17.6458  -0.5750
H -14.8773 -6.0747 15.3407  0.4248
H -16.2870 -5.4441 14.4572  0.2820
H -15.4119 -6.7994 13.7898  0.4258
H -16.2667 -8.3487 15.2270  0.4114
H -17.5214 -7.3442 14.5833  -0.5342
H -17.5045 -5.8413 16.6216  0.1811
H -16.2445 -6.8188 17.3762  0.6996
H -20.1394 -8.5738 16.9759  0.5687
H -19.4058 -8.3667 15.4748  -0.0036
H -19.8266 -6.8176 16.3952  -0.6811
H -19.4925 -6.8554 18.7065  -0.3221
H -17.8085 -6.5359 18.9373  0.4546
H -19.3158 -8.5303 20.4439  0.4605
H -17.5870 -8.5699 20.3805  0.3518
H -19.5013 -9.9270 18.5325  0.2218
H -18.0479 -10.6503 19.4391  0.3924
H -18.2019 -9.9641 16.8502  0.2078
H -16.7509 -9.4014 17.8798  0.5356
C -22.5885 -6.9298 7.1417  -1.5220
C -23.0546 -6.0847 8.3652  2.0153
C -24.2955 -5.2356 8.2387  -0.9433
N -24.5909 -4.4224 9.5532  0.1962
C -25.0984 -5.3091 10.8261  -1.2039
C -25.6892 -3.4453 9.2643  -0.6268
C -25.5973 -2.2797 10.2674  -0.9253
C -24.1998 -2.4980 10.8828  0.1294
C -23.4756 -3.3989 9.9417  -0.2524
H -21.6840 -7.4028 7.5244  0.1923
H -22.2115 -6.3248 6.3171  0.4389
H -23.3264 -7.6484 6.7852  0.4220
H -22.2660 -5.5544 8.8990  -0.4738
H -23.2714 -6.8240 9.1363  -0.6935
H -25.1759 -5.8718 8.1479  0.3752
H -24.2533 -4.4858 7.4487  0.3605
H -25.8848 -5.9983 10.5181  0.3753
H -25.4392 -4.6506 11.6251  0.5692
H -24.2706 -5.9705 11.0818  0.2890
H -26.6775 -3.9046 9.2806  0.4381
H -25.4968 -3.0066 8.2852  0.4566
H -26.3864 -2.2645 11.0192  0.3980
H -25.7507 -1.3383 9.7397  0.3570
H -24.3093 -2.8993 11.8904  -0.2797
H -23.9486 -1.4978 11.2358  0.3351
H -22.6217 -3.9388 10.3509  -0.1140
H -23.2671 -2.8878 9.0018  0.4368
C -18.5609 -1.4211 9.2149  -1.4388
C -19.6638 -1.1082 10.2189  0.7364
C -19.0754 -0.8921 11.5869  -1.2186
N -20.0945 -0.4165 12.6950  0.5755
C -21.1334 -1.5426 13.0992  -0.3090
C -19.3631 0.0469 14.0312  -0.1240
C -19.6706 1.5032 14.1859  -0.5858
C -20.9751 1.6598 13.5100  -0.7324
C -20.8228 0.8843 12.2511  -0.8786
H -18.0703 -2.3824 9.3682  -0.0266
H -17.8412 -0.6316 8.9987  0.4865
H -19.0975 -1.5864 8.2806  0.5165
H -20.4154 -1.8958 10.1654  -0.5022
H -20.1504 -0.1869 9.8986  0.4883
H -18.3803 -0.0530 11.5569  0.5984
H -18.5962 -1.7823 11.9943  0.5057
H -21.6222 -1.9164 12.1996  -0.4315
H -21.8737 -1.1794 13.8120  0.6015
H -20.5735 -2.3368 13.5931  -0.0445
H -19.6560 -0.6615 14.8060  -0.0191
H -18.2878 -0.0926 13.9192  0.3450
H -19.7697 1.8282 15.2216  0.3589
H -18.8874 2.1146 13.7376  0.3527
H -21.8497 1.2368 14.0042  0.3217
H -21.2660 2.6976 13.3476  0.4686
H -21.6441 0.6089 11.5895  0.3193
H -20.0597 1.3395 11.6199  0.5451
C -18.4537 -10.5976 12.4009  -1.7558
C -19.7520 -10.5128 11.5052  0.2188
C -20.8770 -9.7792 12.2102  -0.4248
N -22.1466 -9.8637 11.3635  1.4730
C -22.0254 -9.0783 10.1082  -1.2519
C -23.3255 -9.2826 12.1807  0.9360
C -24.5310 -10.3045 12.0401  -0.4961
C -24.0580 -11.3319 10.9796  -1.1703
C -22.5305 -11.2965 11.0118  -0.8380
H -18.0992 -9.6829 12.8762  0.2733
H -17.6073 -11.0510 11.8849  0.4457
H -18.7608 -11.2824 13.1914  0.5166
H -20.0382 -11.5036 11.1524  0.4704
H -19.4924 -9.9760 10.5928  -0.2129
H -20.6210 -8.7296 12.3553  -0.5117
H -21.1598 -10.2246 13.1640  0.7927
H -21.7875 -8.0450 10.3607  -0.2182
H -22.9678 -9.0765 9.5605  0.7153
H -21.2405 -9.5132 9.4894  0.3800
H -23.7305 -8.4126 11.6639  -1.1234
H -23.0310 -9.1101 13.2159  0.1614
H -25.3592 -9.6962 11.6767  0.3303
H -24.7200 -10.7731 13.0059  0.3475
H -24.4765 -11.0729 10.0071  0.3565
H -24.4296 -12.3387 11.1704  0.4613
H -22.0567 -11.6694 10.1038  0.4024
H -22.2083 -11.9374 11.8325  0.5630
C -19.4976 -4.4760 7.3611  -1.0835
C -19.0459 -5.8774 6.9487  0.6716
C -17.5375 -6.0971 7.4052  -0.9919
N -17.1408 -7.5936 7.5654  0.3427
C -17.4018 -8.3589 6.2313  -1.1548
C -15.6675 -7.7664 8.0051  -0.6762
C -15.7158 -8.0310 9.4766  -0.3889
C -16.9671 -8.8992 9.7722  -0.0663
C -17.9724 -8.2832 8.7346  0.0370
H -19.0197 -3.8202 6.6333  0.6186
H -19.2879 -4.2188 8.3993  -0.2873
H -20.5735 -4.3985 7.2042  0.3825
H -19.3225 -5.9651 5.8980  0.5941
H -19.7332 -6.6038 7.3824  -0.6343
H -17.2409 -5.7429 8.3924  0.3648
H -16.8509 -5.7282 6.6432  0.6071
H -17.0533 -9.3779 6.4000  0.4497
H -16.6834 -7.8882 5.5601  0.4567
H -18.4117 -8.2459 5.8372  0.3081
H -15.1536 -8.5721 7.4809  0.3711
H -15.0664 -6.9233 7.6645  0.3793
H -14.7561 -8.4058 9.8327  0.5824
H -15.7772 -7.1100 10.0563  -0.0900
H -16.7972 -9.9025 9.3816  0.3518
H -17.2969 -8.8694 10.8107  -0.0661
H -18.7582 -8.9262 8.3382  0.3825
H -18.4500 -7.4763 9.2904  -0.4927
C -26.8736 -7.4023 13.8001  -0.9983
C -26.1268 -6.5082 14.8499  -0.8045
C -24.6029 -6.8435 14.8858  0.0021
N -23.7177 -5.7121 15.4725  1.0275
C -23.7277 -4.4633 14.4811  -0.7495
C -22.3178 -6.3148 15.7716  1.0435
C -22.3643 -6.8793 17.2235  0.7889
C -23.6823 -6.3421 17.8618  -1.0223
C -24.1389 -5.2613 16.8667  -0.8027
H -27.9351 -7.2248 13.6274  0.4467
H -26.7443 -8.4474 14.0816  0.3369
H -26.3485 -7.1925 12.8682  -0.0363
H -26.5682 -6.6266 15.8394  0.4228
H -26.2836 -5.4747 14.5410  0.3002
H -24.1869 -7.1540 13.9273  -0.6373
H -24.4202 -7.6723 15.5698  0.8089
H -22.9214 -3.9280 14.9826  0.2562
H -24.5596 -3.7597 14.4507  0.4881
H -23.4337 -4.8115 13.4910  0.0080
H -21.5671 -5.5333 15.6543  -0.9990
H -22.1128 -7.0096 14.9571  -0.3907
H -21.5329 -6.4201 17.7581  -0.7985
H -22.3622 -7.9634 17.3366  0.5222
H -23.4026 -5.9042 18.8200  0.5738
H -24.4236 -7.1213 18.0389  0.3047
H -23.5554 -4.3496 16.9954  0.5062
H -25.1755 -4.9423 16.9751  0.5082
N -19.6988 -4.5719 17.9277  0.5180
S -19.6735 -3.3754 16.7745  0.6001
O -18.4683 -2.5544 16.7202  -0.5785
O -20.8868 -2.8411 16.1920  -0.5326
F -19.3339 -4.4591 15.5958  -0.2361
S -20.4223 -3.7245 18.8801  0.8350
O -21.8401 -3.5062 18.6851  -0.5369
O -19.5796 -2.7818 19.5726  -0.6603
F -20.4780 -4.9179 19.9715  -0.3398
N -14.0729 -2.8764 10.8841  -0.3796
S -15.2950 -3.6444 10.9852  0.7345
O -15.6688 -4.4628 9.8407  -0.2176
O -16.3782 -3.2714 11.9627  -0.4022
F -14.6513 -4.8095 11.9191  -0.3839
S -14.5335 -1.9095 9.6428  1.0109
O -15.6963 -1.0970 9.8634  -0.4807
O -14.4120 -2.4846 8.2846  -0.5960
F -13.3310 -0.7710 9.6373  -0.3004